i.
Formula: C4H9NS3
Source: the OMol25 dataset
Level of theory: ωB97M-V/def2-TZVPD

CARTESIAN COORDINATES (ANGSTROEM)
1 C -0.774 -1.117 -0.567
2 C 0.226 -0.087 0.056
3 C -0.335 0.516 1.337
4 C 0.566 0.986 -0.935
5 N 1.228 -2.306 -0.589
6 S 1.889 -0.879 0.489
7 S 3.513 0.286 0.063
8 S -0.329 -2.801 -0.051
9 H -1.804 -0.949 -0.156
10 H -0.707 -1.078 -1.637
11 H -0.881 -0.336 1.910
12 H -1.107 1.253 1.088
13 H 0.466 0.972 1.875
14 H 1.309 0.778 -1.650
15 H 0.954 1.907 -0.316
16 H -0.248 1.230 -1.469
17 H 1.791 -3.183 -0.605

Kohn-Sham gap = 7.875 eV
Lowest unoccupied orbital energy = -0.012 Eh

The Mulliken scheme yields these atomic charges, measured in e: number 1, C, carries -0.89; number 2, C, carries 1.28; number 3, C, carries -1.52; number 4, C, carries -2.02; number 5, N, carries -0.48; number 6, S, carries 0.19; number 7, S, carries -0.31; number 8, S, carries -0.01; number 9, H, carries 0.41; number 10, H, carries 0.42; number 11, H, carries 0.33; number 12, H, carries 0.39; number 13, H, carries 0.46; number 14, H, carries 0.55; number 15, H, carries 0.37; number 16, H, carries 0.54; number 17, H, carries 0.30

---

ii.
Formula: C4H9NS3
Source: the OMol25 dataset
Level of theory: ωB97M-V/def2-TZVPD

CARTESIAN COORDINATES (ANGSTROEM)
1 C 1.572 0.084 0.296
2 C 0.747 -1.168 0.882
3 C -0.478 -0.285 1.277
4 C -1.653 1.053 -0.372
5 H 3.622 0.947 -0.630
6 H 0.844 0.858 -0.519
7 H 1.720 0.833 1.327
8 H 1.381 -1.533 1.708
9 H 0.568 -2.152 0.323
10 H -1.323 -0.542 2.227
11 H -0.251 0.824 1.436
12 H -3.494 -1.727 -0.249
13 H -2.465 1.011 -1.226
14 N -1.416 -0.127 0.048
15 S 3.062 -0.499 -0.515
16 S -1.978 -1.689 -0.493
17 S -0.573 2.455 -0.069

Kohn-Sham gap = 7.825 eV
Lowest unoccupied orbital energy = -0.011 Eh

The Mulliken scheme yields these atomic charges, measured in e: number 1, C, carries -0.22; number 2, C, carries -0.67; number 3, C, carries -0.69; number 4, C, carries -0.01; number 5, H, carries 0.15; number 6, H, carries 0.09; number 7, H, carries 0.27; number 8, H, carries 0.33; number 9, H, carries 0.39; number 10, H, carries 0.22; number 11, H, carries 0.32; number 12, H, carries 0.19; number 13, H, carries 0.27; number 14, N, carries 0.10; number 15, S, carries -0.24; number 16, S, carries -0.16; number 17, S, carries -0.35

---

i is the most stable structure; the next one sits 68.6 kcal/mol above it.

---

i.
Formula: Cl2NO11
Source: the OMol25 dataset
Level of theory: ωB97M-V/def2-TZVPD

CARTESIAN COORDINATES (ANGSTROEM)
1 N 1.134 3.534 -4.648
2 O 0.853 4.651 -5.044
3 O 0.436 2.536 -4.688
4 O 2.194 3.237 -4.344
5 Cl 0.055 2.910 1.814
6 O -1.019 1.813 1.684
7 O 1.311 2.279 1.604
8 O -0.234 3.954 0.841
9 O 0.141 3.314 3.197
10 Cl -1.088 -5.716 1.907
11 O 0.276 -5.936 2.438
12 O -1.400 -6.924 1.096
13 O -1.789 -5.087 3.116
14 O -0.870 -4.564 1.025

Net charge = -3
Kohn-Sham gap = 6.886 eV
Lowest unoccupied orbital energy = 0.256 Eh

The Mulliken scheme yields these atomic charges, measured in e: number 1, N, carries 1.06; number 2, O, carries -0.73; number 3, O, carries -0.69; number 4, O, carries -0.64; number 5, Cl, carries 1.51; number 6, O, carries -0.65; number 7, O, carries -0.61; number 8, O, carries -0.60; number 9, O, carries -0.64; number 10, Cl, carries 1.41; number 11, O, carries -0.65; number 12, O, carries -0.59; number 13, O, carries -0.58; number 14, O, carries -0.59

---

ii.
Formula: Cl2NO11
Source: the OMol25 dataset
Level of theory: ωB97M-V/def2-TZVPD

CARTESIAN COORDINATES (ANGSTROEM)
1 N 9.653 6.766 -30.011
2 O 9.041 7.807 -29.697
3 O 9.345 5.695 -29.436
4 O 10.396 6.800 -31.040
5 Cl 2.413 3.006 -27.546
6 O 1.314 2.178 -27.141
7 O 3.590 2.284 -27.160
8 O 2.250 3.246 -28.935
9 O 2.482 4.177 -26.747
10 Cl 6.589 5.775 -26.909
11 O 5.323 5.045 -27.158
12 O 7.560 4.869 -27.365
13 O 6.616 7.108 -27.547
14 O 6.953 6.148 -25.555

Net charge = -3
Kohn-Sham gap = 6.958 eV
Lowest unoccupied orbital energy = 0.286 Eh

The Mulliken scheme yields these atomic charges, measured in e: number 1, N, carries 0.90; number 2, O, carries -0.62; number 3, O, carries -0.57; number 4, O, carries -0.72; number 5, Cl, carries 1.66; number 6, O, carries -0.74; number 7, O, carries -0.65; number 8, O, carries -0.66; number 9, O, carries -0.61; number 10, Cl, carries 1.52; number 11, O, carries -0.56; number 12, O, carries -0.59; number 13, O, carries -0.65; number 14, O, carries -0.72

---

i is the most stable structure; the next one sits 12.7 kcal/mol above it.